1.
C3H5NO2 | ωB97M-V/def2-TZVPD

The geometry in XYZ format:
```
11
Properties=species:S:1:pos:R:3:lowdin_charge:R:1
C -1.895 0.702 -0.520 -0.03
C -0.545 0.257 -0.319 -0.50
N 0.307 -0.158 -1.103 0.08
O 1.486 -0.516 -0.457 -0.09
C 0.995 -0.590 1.066 -0.07
O -0.171 0.283 1.052 -0.05
H -2.696 -0.255 -0.733 0.17
H -1.867 1.375 -1.462 0.11
H -2.051 1.380 0.402 0.11
H 0.800 -1.614 1.659 0.15
H 1.817 -0.133 1.725 0.13
```

* maximum force: 4.119 eV Å⁻¹
* calculated total energy: -322.41847 hartree
* highest occupied orbital energy: -9.35 eV



2.
C3H5NO2 | ωB97M-V/def2-TZVPD

The geometry in XYZ format:
```
11
Properties=species:S:1:pos:R:3:lowdin_charge:R:1
N -1.959 0.102 1.534 0.19
C -2.510 -0.429 0.594 -0.41
O -3.110 -1.030 -0.214 0.14
H -1.342 0.896 1.525 0.08
C 1.591 0.444 -0.984 -0.05
C 0.772 -0.351 -0.003 -0.33
O 1.038 -0.444 1.172 0.03
H 0.957 0.915 -1.741 0.08
H 2.277 -0.231 -1.510 0.09
H 2.182 1.199 -0.460 0.08
H -0.119 -0.877 -0.418 0.11
```

* maximum force: 0.800 eV Å⁻¹
* calculated total energy: -322.53432 hartree
* highest occupied orbital energy: -10.20 eV



3.
C3H5NO2S | ωB97M-V/def2-TZVPD

The geometry in XYZ format:
```
12
Properties=species:S:1:pos:R:3:lowdin_charge:R:1
O 2.002 1.732 -0.550 -0.11
C 1.643 0.817 -1.323 -0.83
O 2.205 0.416 -2.379 -0.15
N 0.471 0.104 -0.942 -0.01
C -0.131 0.250 0.368 -0.34
C -1.160 -0.866 0.579 -0.79
S -2.187 -0.901 2.122 -0.08
H 0.286 -0.786 -1.375 0.09
H -0.632 1.215 0.449 0.09
H 0.609 0.196 1.149 0.09
H -0.622 -1.824 0.534 0.02
H -1.897 -0.858 -0.233 0.02
```

* charge: -2
* maximum force: 0.856 eV Å⁻¹
* calculated total energy: -720.74632 hartree
* highest occupied orbital energy: 0.29 eV



4.
C3H5NO2S | ωB97M-V/def2-TZVPD

The geometry in XYZ format:
```
12
Properties=species:S:1:pos:R:3:lowdin_charge:R:1
C 0.257 0.273 -1.280 -0.22
C 2.041 1.622 -0.303 0.14
C -1.110 -0.320 1.181 -0.15
N 1.265 0.946 -0.954 -0.09
O 0.824 -1.937 0.339 -0.32
O -1.246 -1.721 -1.061 -0.35
S -0.251 -1.150 -0.186 0.64
H -0.654 0.780 -1.511 0.09
H -1.067 0.835 1.115 0.10
H 2.974 1.979 -0.637 0.04
H -0.875 -0.797 2.169 0.08
H -2.157 -0.509 1.128 0.04
```

* maximum force: 2.939 eV Å⁻¹
* calculated total energy: -720.57983 hartree
* highest occupied orbital energy: -9.12 eV



5.
C3H5NO2S | ωB97M-V/def2-TZVPD

The geometry in XYZ format:
```
12
Properties=species:S:1:pos:R:3:lowdin_charge:R:1
C -0.409 -0.735 2.006 0.16
C -0.593 -0.636 0.805 -0.21
C -0.712 -0.037 -0.451 -0.43
N 0.912 -0.065 -0.961 0.02
O -1.136 2.309 -1.747 -0.48
O -0.281 2.115 0.779 -0.32
S -1.340 1.725 -0.402 0.93
H -0.266 -1.183 2.950 0.03
H -1.277 -0.489 -1.330 0.12
H 0.639 2.203 0.538 0.06
H 0.788 0.088 -1.956 0.04
H 1.304 -0.981 -0.645 0.07
```

* maximum force: 5.263 eV Å⁻¹
* calculated total energy: -720.59274 hartree
* highest occupied orbital energy: -9.55 eV



6.
C3H5NO2S | ωB97M-V/def2-TZVPD

The geometry in XYZ format:
```
12
Properties=species:S:1:pos:R:3:lowdin_charge:R:1
C -0.909 0.704 1.415 -0.14
C -0.368 0.337 0.057 -0.53
S -1.348 -1.155 -0.450 0.90
C 0.431 -0.817 -0.301 -0.43
N 1.270 -0.515 -1.585 -0.38
O 2.447 -0.835 -1.562 0.07
O 0.734 0.096 -2.492 0.06
H -1.270 -0.268 1.809 0.06
H -1.612 1.480 1.452 0.06
H -0.020 1.075 2.018 0.10
H -0.516 1.210 -0.623 0.13
H 1.160 -1.313 0.262 0.11
```

* maximum force: 4.410 eV Å⁻¹
* calculated total energy: -720.58566 hartree
* highest occupied orbital energy: -9.61 eV



7.
C3H5NO2S | ωB97M-V/def2-TZVPD

The geometry in XYZ format:
```
12
Properties=species:S:1:pos:R:3:lowdin_charge:R:1
C -1.350 0.838 0.014 -0.30
C -0.127 -1.245 -0.318 -0.23
C 1.040 0.352 0.882 -0.52
N -1.335 -0.374 -0.422 0.08
O -1.953 1.853 0.105 0.11
O 0.628 -0.966 0.795 -0.17
S 2.115 0.959 -0.407 0.72
H -0.454 -2.285 -0.236 0.14
H 0.455 -1.111 -1.242 0.11
H 1.345 0.591 1.886 0.06
H -2.140 -0.846 -0.820 0.16
H 1.776 2.236 -0.239 -0.14
```

* maximum force: 3.186 eV Å⁻¹
* calculated total energy: -720.61482 hartree
* highest occupied orbital energy (spin up / spin down): -7.22 / -7.46 eV



8.
C3H5NO2S2 | ωB97M-V/def2-TZVPD

The geometry in XYZ format:
```
13
Properties=species:S:1:pos:R:3:lowdin_charge:R:1
C -0.326 -0.726 1.373 -0.07
O -1.502 -0.302 0.667 -0.22
C -1.633 -0.451 -0.666 -1.11
S -3.054 -0.866 -1.334 0.71
S -0.117 -0.022 -1.667 0.91
C 0.550 1.333 -0.737 -0.48
N 1.706 1.357 -0.216 -0.03
O 2.494 0.238 -0.448 -0.08
H -0.022 0.103 2.028 0.10
H -0.647 -1.595 2.003 0.11
H 0.526 -0.960 0.736 0.06
H -0.031 2.239 -0.681 0.09
H 2.057 -0.347 -1.058 0.01
```

* maximum force: 1.896 eV Å⁻¹
* calculated total energy: -1118.81267 hartree
* highest occupied orbital energy: -9.31 eV



9.
C3H5NO2S2 | ωB97M-V/def2-TZVPD

The geometry in XYZ format:
```
13
Properties=species:S:1:pos:R:3:lowdin_charge:R:1
C -0.528 -0.097 -0.850 -0.66
C -0.268 -1.579 -0.626 -0.36
C 2.186 -0.899 -0.370 -0.67
N -0.169 0.546 0.254 0.10
O -0.867 0.241 -1.957 0.07
O 3.220 -0.272 0.096 -0.66
S 1.097 -1.828 0.538 0.94
S 4.267 0.775 -0.633 0.76
H -1.086 -2.061 -0.268 0.04
H 0.080 -2.049 -1.631 0.13
H 1.796 -0.711 -1.423 0.10
H -0.296 1.557 0.364 0.13
H 0.247 0.025 1.084 0.07
```

* maximum force: 5.633 eV Å⁻¹
* calculated total energy: -1118.76785 hartree
* highest occupied orbital energy (spin up / spin down): -6.85 / -9.55 eV
* multiplicity: 3



10.
C3H5NO2Si | ωB97M-V/def2-TZVPD

The geometry in XYZ format:
```
12
Properties=species:S:1:pos:R:3:lowdin_charge:R:1
O 1.354 -0.950 -1.126 0.03
C 0.237 -0.971 -1.527 -0.31
N -0.775 -0.265 -0.953 0.07
C -1.608 -0.330 0.154 -0.46
O -2.545 -0.869 0.640 0.16
C -0.685 0.716 0.198 -0.27
Si 0.981 0.652 1.110 0.69
H -0.056 -1.546 -2.341 0.12
H -0.848 1.737 -0.237 0.13
H 1.863 1.549 0.245 -0.03
H 1.408 -0.732 1.266 -0.06
H 0.676 1.009 2.572 -0.07
```

* maximum force: 3.773 eV Å⁻¹
* calculated total energy: -611.94271 hartree
* highest occupied orbital energy: -10.53 eV



These records have relative energy (zero: lowest compared OMol25 entry of this formula, charge and spin) values of 97.80, 25.11, 0.16, 104.59, 96.48, 100.93, 82.63, 84.53, 0.00, 100.88 kcal per mole, in the order they appear.